<w>
Below is a 2-piece molecular cluster, CH2F3N3 overall, with properties calculated with wB97M-V/def2-TZVPD.

Properties
HOMO-LUMO gap (alpha / beta)	8.43 / 8.83	eV
spin multiplicity	1
LUMO level (alpha / beta)	-0.744 / -0.877	eV

CARTESIAN COORDINATES (ANGSTROEM)
F1 1.2583 -1.0966 -1.1775
F2 -1.4783 -1.8211 -0.0559
F3 1.5051 1.0179 -1.7251
N1 0.6173 0.0849 -1.0681
N2 -0.2697 1.4078 0.7650
N3 -0.5530 -1.4372 0.8850
C1 0.1200 0.4881 0.0798
H1 -0.0846 2.3935 0.6541
H2 -1.1149 -1.0372 1.6426

natural (NBO) population analysis, charges in e, atoms 1 to 4: -0.141, -0.257, -0.226, 0.242

---

<x>
Below is CH2F3N3 as an isolated structure, with properties calculated with wB97M-V/def2-TZVPD.

Properties
HOMO-LUMO gap (alpha / beta)	8.05 / 9.63	eV
spin multiplicity	1
LUMO level (alpha / beta)	-1.242 / -1.334	eV

CARTESIAN COORDINATES (ANGSTROEM)
F1 0.2950 1.4539 -2.5867
F2 -1.8239 2.3600 -2.2123
F3 0.2371 -1.5042 0.1658
N1 -1.3155 0.8296 0.5269
N2 -0.7963 1.1175 -1.8292
N3 0.6705 -0.9656 -1.0310
C1 -0.8133 0.9221 -0.5621
H1 1.4675 -0.2666 -0.7967
H2 -1.3192 0.3363 1.3486

natural (NBO) population analysis, charges in e, atoms 1 to 4: -0.154, -0.356, -0.252, -0.571

---

Of them, the most stable is <w> and the least stable is <x>.

---

<w>
Below is one molecule with the formula C11H18N2O2, with properties calculated with wB97M-V/def2-TZVPD.

Properties
HOMO-LUMO gap	9.06	eV
spin multiplicity	1
LUMO level	0.645	eV

CARTESIAN COORDINATES (ANGSTROEM)
O1 2.0714 -0.0606 2.9920
O2 1.8356 -1.3012 0.1233
N1 0.4411 0.7191 -4.0940
N2 -2.1164 0.6665 -0.7155
C1 2.9035 -0.8106 0.7057
C2 -1.1579 0.4034 1.6277
C3 1.6154 -1.2069 -1.1888
C4 0.8791 0.3121 -1.3965
C5 0.6904 -0.9120 2.9036
C6 -2.3181 0.7735 0.9405
C7 2.2487 0.4867 1.8329
C8 -0.2950 -0.2215 2.2575
C9 0.6506 0.4374 -2.7947
C10 -2.3640 -0.8329 -0.9387
C11 -2.7751 1.5653 -1.6557
H1 -2.5126 2.4966 -1.1798
H2 1.5562 0.9626 1.1525
H3 3.0680 1.0293 2.0817
H4 1.1461 -1.9405 2.3023
H5 0.5977 -1.1239 3.8176
H6 -2.0114 -0.8556 -1.8751
H7 -2.2216 1.9654 0.9303
H8 -3.9562 1.5978 -1.2539
H9 -2.5429 1.3280 -2.5296
H10 1.7819 0.9770 -1.1997
H11 -3.2430 0.5012 1.2262
H12 -1.7134 -1.4141 -0.2841
H13 3.6166 -0.5424 0.0703
H14 0.1672 0.5281 -0.8294
H15 2.6544 -1.2305 -1.8755
H16 -3.2879 -0.9672 -0.8254
H17 3.5551 -1.3192 1.2988
H18 1.0365 -2.0106 -1.6266

natural (NBO) population analysis, charges in e, atoms 1 to 4: -0.499, -0.533, -0.366, -0.425

---

<x>
Below is one molecule with the formula C11H18N2O2, with properties calculated with wB97M-V/def2-TZVPD.

Properties
HOMO-LUMO gap	10.90	eV
spin multiplicity	1
LUMO level	0.536	eV

CARTESIAN COORDINATES (ANGSTROEM)
O1 -2.0728 1.2974 4.8825
O2 -1.4654 3.9997 -3.0835
N1 -0.1161 0.3815 3.7483
N2 -0.6611 1.7498 -3.3961
C1 -1.0569 0.8516 4.3820
C2 1.5313 -1.2114 1.7682
C3 0.7316 -0.2384 -1.4255
C4 -1.4270 0.8055 -2.5404
C5 0.6363 0.4610 -0.0444
C6 -1.0064 2.8964 -3.2867
C7 1.5638 -1.5216 -1.4054
C8 0.3538 -0.3209 1.3070
C9 -0.5845 -0.4609 -2.2136
C10 -0.9323 -1.0968 1.1324
C11 0.1342 0.8239 2.3589
H1 1.0162 1.5234 2.4201
H2 -1.6863 -0.4153 0.7720
H3 2.4895 -1.3509 -0.8033
H4 0.9953 -2.3142 -0.9049
H5 -0.7040 1.4421 2.0464
H6 1.2969 0.4669 -2.0564
H7 -0.0707 1.2596 -0.1237
H8 1.5779 0.9440 0.1313
H9 1.4257 -1.3416 2.8354
H10 1.8044 -1.9137 -2.4077
H11 -0.8213 -1.9275 0.4276
H12 -1.2128 -1.1323 -1.6807
H13 -1.2842 -1.4955 2.1052
H14 1.4717 -2.1854 1.2764
H15 2.5409 -0.8202 1.5955
H16 -1.7720 1.2470 -1.6008
H17 -2.3827 0.5016 -3.0576
H18 -0.3132 -0.9050 -3.1584

natural (NBO) population analysis, charges in e, atoms 1 to 4: -0.522, -0.522, -0.574, -0.566

---

Of them, the most stable is <x> and the least stable is <w>.

---

<w>
Below is an isolated ion of composition C6H7N2 and charge +1, with properties calculated with wB97M-V/def2-TZVPD.

Properties
HOMO-LUMO gap	7.86	eV
total charge	+1
spin multiplicity	1
LUMO level	-4.760	eV

CARTESIAN COORDINATES (ANGSTROEM)
N1 -0.5099 0.6046 1.4751
N2 0.7767 -0.7668 -1.8650
C1 -0.2993 1.3247 3.7100
C2 0.0858 -1.3905 -2.9247
C3 -1.0362 0.7922 2.7203
C4 0.8612 -0.4529 -0.3021
C5 -0.0652 0.1495 0.5091
C6 1.5164 0.1874 -1.3879
H1 -0.5752 1.4338 4.6857
H2 0.6413 1.6459 3.6062
H3 2.1923 0.9460 -1.8407
H4 0.7339 -1.6407 -3.7075
H5 -1.9703 0.3756 2.7769
H6 -0.5465 -2.3444 -2.5955
H7 -0.6469 -0.8592 -3.4914

natural (NBO) population analysis, charges in e, atoms 1 to 4: -0.242, -0.223, -0.291, -0.456

---

<x>
Below is an isolated ion of composition C6H7N2 and charge +1, with properties calculated with wB97M-V/def2-TZVPD.

Properties
HOMO-LUMO gap	10.51	eV
total charge	+1
spin multiplicity	1
LUMO level	-4.708	eV

CARTESIAN COORDINATES (ANGSTROEM)
N1 -0.1434 -0.2390 1.3103
N2 -0.1305 0.2358 0.1507
C1 -0.8937 1.8574 0.2500
C2 0.9832 -1.5700 -0.7882
C3 -1.5616 2.3952 -0.7373
C4 0.2468 -0.3943 -0.9560
C5 1.1456 -2.0586 0.5114
C6 0.4387 -1.4122 1.5308
H1 1.9271 -2.8189 0.4912
H2 -0.5284 2.1700 1.2582
H3 -2.1043 3.3054 -0.5179
H4 -1.6530 2.1461 -1.7600
H5 1.5867 -2.1051 -1.5511
H6 0.6113 -1.5984 2.6298
H7 0.0755 0.0866 -1.8217

natural (NBO) population analysis, charges in e, atoms 1 to 4: -0.152, -0.071, 0.045, -0.171

---

Of them, the most stable is <x> and the least stable is <w>.

---

<w>
Below is a 2-piece molecular cluster, C3H11N4 overall, with properties calculated with wB97M-V/def2-TZVPD.

Properties
HOMO-LUMO gap	10.43	eV
total charge	+1
spin multiplicity	1
LUMO level	-3.204	eV

CARTESIAN COORDINATES (ANGSTROEM)
N1 2.0653 0.1085 2.1993
N2 -0.8111 0.5512 -0.3539
N3 -0.0215 -0.9092 1.8598
N4 1.6443 -0.8988 0.0809
C1 -1.8213 0.5711 -1.4085
C2 1.2968 -0.5878 1.4440
C3 -1.5973 1.3239 -2.4984
H1 -0.6800 1.8969 -2.5430
H2 2.6147 -0.9236 -0.0916
H3 1.2030 -1.7860 -0.2837
H4 3.0148 0.0466 1.8275
H5 -2.7999 0.1349 -1.1650
H6 -2.3426 1.4405 -3.3266
H7 -0.8792 -0.1433 0.4393
H8 -0.2623 -1.8578 1.6445
H9 0.1604 0.3412 -0.7207
H10 -0.7655 1.4784 0.0314
H11 -0.0186 -0.7866 2.8647

natural (NBO) population analysis, charges in e, atoms 1 to 4: -0.673, -0.753, -0.875, -0.883

---

<x>
Below is a 2-piece molecular cluster, C3H11N4 overall, with properties calculated with wB97M-V/def2-TZVPD.

Properties
HOMO-LUMO gap	8.45	eV
total charge	+1
spin multiplicity	1
LUMO level	-3.971	eV

CARTESIAN COORDINATES (ANGSTROEM)
N1 -1.4360 2.1721 -0.6303
N2 0.8408 2.3674 -0.2288
N3 -0.3490 -1.5685 -0.2782
N4 0.0561 -1.6224 1.9841
C1 -0.4643 2.2988 0.2282
C2 0.1834 -1.2660 -1.6302
C3 0.4828 -1.7499 0.7090
H1 0.7085 -2.1519 -1.9784
H2 -0.6251 2.2910 1.3021
H3 0.7946 -1.4300 2.6905
H4 0.8650 -0.4147 -1.4681
H5 0.9035 2.5973 -1.2210
H6 -0.9035 -1.6197 2.2609
H7 -1.3446 -1.4273 -0.1296
H8 -2.1860 1.7038 -0.1101
H9 -0.6676 -0.9518 -2.2448
H10 1.6270 2.5925 0.3520
H11 1.5143 -1.8208 0.3927

natural (NBO) population analysis, charges in e, atoms 1 to 4: -0.728, -0.834, -0.487, -0.741

---

Of them, the most stable is <x> and the least stable is <w>.

---

<w>
Below is a 2-piece molecular cluster, C4H7N overall, with properties calculated with wB97M-V/def2-TZVPD.

Properties
HOMO-LUMO gap	9.00	eV
spin multiplicity	1
LUMO level	1.076	eV

CARTESIAN COORDINATES (ANGSTROEM)
N1 -0.7024 0.7122 -1.8879
C1 1.3227 -0.1492 0.6736
C2 -1.1787 0.1588 -0.5853
C3 -2.0482 0.7037 -1.3375
C4 1.3427 -0.6478 1.9545
H1 -0.6309 0.0882 -2.6793
H2 1.4665 -0.8435 -0.1357
H3 1.7581 0.8944 0.4668
H4 0.9519 -1.6108 2.1477
H5 -2.9723 1.1844 -1.6500
H6 1.4486 -0.0217 2.8966
H7 -0.7578 -0.4687 0.1364

natural (NBO) population analysis, charges in e, atoms 1 to 4: -0.663, -0.424, -0.061, -0.053

---

<x>
Below is one molecule with the formula C4H7N, with properties calculated with wB97M-V/def2-TZVPD.

Properties
HOMO-LUMO gap	9.89	eV
spin multiplicity	1
LUMO level	0.857	eV

CARTESIAN COORDINATES (ANGSTROEM)
N1 -0.9557 1.4352 0.1865
C1 0.9732 -0.0086 0.2645
C2 -2.1375 1.4993 -0.2599
C3 1.5941 -1.3707 0.1482
C4 -0.2113 0.3186 -0.2469
H1 1.3081 0.6243 1.0818
H2 -2.7588 2.3604 -0.0304
H3 1.7073 -1.7345 -0.8715
H4 -0.7317 -0.4068 -0.8774
H5 2.6251 -1.2122 0.4870
H6 -2.6589 0.6454 -0.7035
H7 1.2461 -2.1505 0.8217

natural (NBO) population analysis, charges in e, atoms 1 to 4: -0.402, -0.167, -0.050, -0.658

---

Of them, the most stable is <x> and the least stable is <w>.

---

<w>
Below is a 2-piece molecular cluster, C2H5OS overall, with properties calculated with wB97M-V/def2-TZVPD.

Properties
HOMO-LUMO gap	7.37	eV
total charge	-1
spin multiplicity	1
LUMO level	4.268	eV

CARTESIAN COORDINATES (ANGSTROEM)
S1 0.8793 1.7139 1.7742
O1 0.2354 -1.0931 0.6163
C1 -0.3652 0.0827 -1.3886
C2 -0.2576 -0.9966 -0.6126
H1 0.4670 1.3853 3.0092
H2 -0.8085 0.0029 -2.3690
H3 -0.6211 -1.9441 -1.0067
H4 -0.0413 1.0501 -1.0292
H5 0.5120 -0.2011 1.0065

natural (NBO) population analysis, charges in e, atoms 1 to 4: -0.980, -0.743, -0.596, 0.182

---

<x>
Below is a 2-piece molecular cluster, C2H5OS overall, with properties calculated with wB97M-V/def2-TZVPD.

Properties
HOMO-LUMO gap	6.70	eV
total charge	-1
spin multiplicity	1
LUMO level	4.295	eV

CARTESIAN COORDINATES (ANGSTROEM)
S1 -0.2545 0.0074 -0.3143
O1 1.4936 0.6792 3.0697
C1 0.5625 0.1866 2.4811
C2 -0.4499 -0.1776 -2.1187
H1 -1.0951 0.6256 -2.5023
H2 -0.9410 -1.1259 -2.3478
H3 0.5707 -0.8481 2.1185
H4 -0.3684 0.7413 2.2959
H5 0.4820 -0.0884 -2.6821

natural (NBO) population analysis, charges in e, atoms 1 to 4: -0.741, -0.579, 0.291, -0.733

---

Of them, the most stable is <w> and the least stable is <x>.